i) This record from the OMol25 dataset describes AsF6H26O13 as an isolated structure. The level of theory is wB97M-V/def2-TZVPD.

Each line ends with the Mulliken charge.
Atoms and positions in Å:
As -0.733 -0.135 0.604  2.11
F 0.488 0.947 1.344  -0.43
F -0.013 0.169 -1.061  -0.61
F -1.850 -1.246 -0.173  -0.48
F -1.425 -0.477 2.177  -0.54
F 0.375 -1.512 0.759  -0.44
F -1.806 1.281 0.419  -0.58
O 0.291 -1.412 4.300  -0.59
O 2.613 -0.402 -1.130  -0.65
O -4.257 0.800 -1.568  -0.65
O 1.269 -0.336 -3.799  -0.63
O 0.970 -3.950 -0.615  -0.67
O 2.904 -0.119 3.369  -0.65
O 0.265 2.288 -3.226  -0.68
O -2.307 2.600 -2.117  -0.70
O -4.147 1.511 3.018  -0.64
O 3.625 1.524 0.704  -0.71
O -0.984 3.595 1.895  -0.65
O -0.472 -2.523 -3.209  -0.69
O 2.119 -2.651 2.408  -0.80
H 0.857 2.665 -3.877  0.27
H 1.791 -2.602 3.306  0.32
H 0.325 1.343 -3.367  0.38
H 3.101 0.329 2.546  0.36
H 0.729 -1.074 -3.515  0.39
H -0.329 -0.899 3.781  0.30
H 2.827 -1.042 3.127  0.37
H 1.026 -3.197 -0.025  0.30
H -3.739 0.001 -1.667  0.27
H 1.392 -2.339 1.869  0.57
H 1.721 -0.101 -0.961  0.42
H -0.252 -2.056 4.754  0.30
H 0.749 -3.572 -1.466  0.35
H -1.509 2.415 -2.612  0.38
H -3.284 1.100 2.964  0.31
H -1.065 2.804 1.361  0.32
H -4.031 2.367 2.604  0.32
H 2.685 1.639 0.842  0.26
H -1.004 -2.338 -2.435  0.29
H 2.608 -0.662 -2.051  0.29
H -0.872 -3.303 -3.594  0.28
H 1.330 -0.436 -4.749  0.26
H -1.997 2.859 -1.249  0.30
H -3.614 1.508 -1.594  0.41
H 3.689 0.805 0.075  0.39
H -0.059 3.832 1.833  0.31

total charge = -1
LUMO = 1.9 eV
highest occupied orbital energy = -7.540 eV
M = 423.11 g mol⁻¹

***

ii) This record from the OMol25 dataset describes AsF6H26O13 as an isolated structure. The level of theory is wB97M-V/def2-TZVPD.

Each line ends with the Mulliken charge.
Atoms and positions in Å:
As -20.030 16.396 5.301  2.00
F -21.347 17.441 5.935  -0.43
F -20.492 15.155 6.555  -0.48
F -18.527 15.642 4.697  -0.47
F -19.648 17.677 4.168  -0.51
F -21.101 15.747 4.053  -0.38
F -19.020 17.200 6.579  -0.51
O -20.931 17.690 1.452  -0.60
O -16.043 17.322 6.672  -0.68
O -21.988 11.839 6.080  -0.64
O -21.052 14.363 9.122  -0.67
O -22.251 19.278 8.130  -0.66
O -23.222 14.813 2.185  -0.65
O -16.826 15.195 2.591  -0.67
O -23.592 17.683 3.644  -0.67
O -18.386 18.111 1.792  -0.62
O -22.907 16.134 7.644  -0.68
O -19.604 16.663 9.218  -0.72
O -18.340 20.093 6.566  -0.68
O -17.609 12.936 4.709  -0.57
H -22.537 15.255 2.687  0.39
H -18.353 19.146 6.429  0.31
H -17.913 17.499 2.356  0.29
H -21.416 12.554 6.358  0.34
H -23.604 15.502 1.641  0.31
H -23.136 17.380 4.429  0.30
H -17.358 13.522 3.995  0.30
H -21.704 14.804 8.577  0.35
H -22.988 16.037 6.695  0.28
H -17.242 15.567 3.368  0.34
H -15.840 16.789 7.441  0.31
H -21.801 19.950 8.640  0.28
H -19.161 16.781 8.377  0.35
H -21.405 11.086 5.989  0.29
H -21.042 18.375 0.792  0.27
H -17.941 18.050 0.947  0.27
H -22.898 18.031 3.084  0.33
H -21.565 13.892 9.777  0.28
H -16.919 17.041 6.409  0.31
H -15.989 15.655 2.523  0.36
H -21.548 18.730 7.781  0.34
H -20.199 15.928 9.075  0.42
H -22.826 17.078 7.782  0.30
H -17.550 20.250 7.084  0.31
H -20.124 17.926 1.909  0.39
H -17.556 12.059 4.328  0.28

total charge = -1
LUMO = 2.3 eV
highest occupied orbital energy = -7.729 eV
M = 423.11 g mol⁻¹

***

i) is favored, and the nearest alternative lies 0.0349 hartree above it.

***

i) This record from the OMol25 dataset describes one molecule with the formula C3H4F2IN. The level of theory is wB97M-V/def2-TZVPD.

Each line ends with the Mulliken charge.
Atoms and positions in Å:
I -0.987 2.498 -0.328  0.09
F -1.760 -0.226 -0.582  -0.24
F -0.489 0.264 -2.235  -0.21
N 1.711 0.026 -0.310  -0.67
C 0.470 -0.074 -0.042  0.57
C -0.664 0.451 -0.955  0.34
C 0.028 -0.709 1.163  -1.09
H -0.434 -1.693 1.070  0.28
H 1.804 0.597 -1.147  0.24
H 1.023 -0.945 1.615  0.36
H -0.702 -0.189 1.750  0.32

total charge = 0
LUMO = -0.1 eV
highest occupied orbital energy = -10.076 eV
M = 218.97 g mol⁻¹

***

ii) This record from the OMol25 dataset describes one molecule with the formula C3H4F2IN. The level of theory is wB97M-V/def2-TZVPD.

Each line ends with the Mulliken charge.
Atoms and positions in Å:
I -0.050 1.645 2.400  0.09
F 0.347 -1.143 1.687  -0.21
F -1.706 -0.564 1.537  -0.24
N -1.260 0.332 -1.205  -0.63
C 1.119 -0.050 -0.963  -0.97
C -0.444 -0.160 1.335  0.32
C -0.255 -0.003 -0.508  0.52
H 0.915 0.222 -2.062  0.32
H 1.680 -1.073 -0.892  0.26
H -2.197 0.076 -0.810  0.28
H 1.852 0.719 -0.519  0.27

total charge = 0
LUMO = 0.1 eV
highest occupied orbital energy = -9.493 eV
M = 218.97 g mol⁻¹

***

i) is favored, and the nearest alternative lies 0.0343 hartree above it.

***

i) This record from the OMol25 dataset describes C27H41CoO4SSbSi as an isolated structure. The level of theory is wB97M-V/def2-TZVPD.

Each line ends with the Löwdin spin population.
Atoms and positions in Å:
Sb 0.861 2.536 -1.558  0.37
Co 1.314 -1.286 -0.622  2.61
S 1.757 -0.154 -2.872  0.03
Si 0.405 -3.423 -0.887  0.07
O 1.314 -1.024 -3.926  0.01
O 2.264 1.143 -3.334  0.10
O 0.577 0.160 -1.920  0.14
O 2.738 -0.834 -1.956  0.07
C -2.941 -3.720 2.458  0.00
C -0.537 -6.127 -3.955  0.00
C -1.473 -5.449 -4.724  0.00
C 1.035 4.879 -1.853  0.21
C -1.393 -0.121 3.643  0.00
C -1.843 -4.160 -4.366  0.00
C -3.270 -3.247 1.196  0.00
C 2.391 3.206 1.089  0.01
C 0.640 -1.199 4.636  0.00
C -1.895 1.371 -0.735  0.00
C 0.129 5.179 -3.038  0.02
C 0.652 -0.447 2.321  0.04
C 0.141 -0.120 3.661  0.01
C -0.992 -3.602 0.426  0.01
C -0.682 -4.069 1.707  0.00
C -0.358 -4.230 -2.445  0.02
C -1.283 -3.560 -3.248  0.00
C -1.640 -4.136 2.709  0.00
C 0.726 5.772 -0.669  0.04
C -2.307 -3.193 0.197  0.00
C -1.348 3.447 0.562  0.01
C 0.654 1.259 4.097  0.00
C -0.783 2.186 -0.077  0.07
C 0.008 -5.521 -2.831  0.01
C 2.440 2.196 -0.050  0.01
C 3.846 2.144 -0.640  0.00
C 1.100 -0.774 1.236  0.05
H 1.055 6.794 -0.891  0.01
H 2.160 1.211 0.329  0.00
H 0.233 2.042 3.462  0.00
H 0.395 4.577 -3.907  0.00
H 0.723 -6.070 -2.229  0.00
H 1.729 -1.181 4.690  0.00
H -0.581 4.052 1.045  0.00
H 0.331 -2.182 4.280  0.00
H 0.228 -1.042 5.637  0.00
H -2.591 -2.825 -0.784  0.00
H -1.908 -5.921 -5.597  0.00
H -2.609 1.033 0.022  0.00
H -0.236 -7.131 -4.233  0.00
H -0.913 4.968 -2.784  0.00
H 1.229 5.457 0.244  0.00
H 2.773 4.174 0.758  0.00
H -1.565 -2.541 -3.003  0.00
H 4.123 3.111 -1.073  0.00
H -2.563 -3.621 -4.971  0.00
H -1.786 0.101 4.640  0.00
H -1.771 0.628 2.943  0.00
H -2.085 3.162 1.320  0.00
H 3.034 2.855 1.900  0.00
H -4.285 -2.923 0.993  0.00
H -1.489 0.492 -1.230  0.00
H -1.765 -1.096 3.328  0.00
H 4.564 1.904 0.150  0.00
H 3.923 1.388 -1.411  0.00
H -0.285 1.565 0.672  0.00
H 0.193 6.237 -3.317  0.00
H -0.346 5.804 -0.476  0.00
H -3.689 -3.761 3.241  0.00
H -2.436 1.973 -1.471  0.00
H -1.374 -4.514 3.690  0.00
H 1.741 1.304 4.015  0.00
H 1.386 3.339 1.497  0.00
H 0.374 1.461 5.135  0.00
H 1.282 -4.575 -0.438  0.01
H 2.083 4.976 -2.143  0.00
H 0.335 -4.381 1.918  0.00
H -1.859 4.069 -0.178  0.00

total charge = -1
LUMO (spin up / spin down) = 2.5 / 0.6 eV
2S+1 = 5
highest occupied orbital energy (spin up / spin down) = -4.154 / -5.231 eV
M = 670.47 g mol⁻¹

***

ii) This record from the OMol25 dataset describes C27H41CoO4SSbSi as an isolated structure. The level of theory is wB97M-V/def2-TZVPD.

Each line ends with the Löwdin spin population.
Atoms and positions in Å:
Sb 2.236 -1.136 -1.126  0.36
Co -1.154 -0.801 1.002  2.65
S 0.968 -2.265 1.537  0.03
Si -0.419 1.480 0.624  0.08
O 0.151 -2.260 0.245  0.11
O 1.170 -3.592 2.058  0.01
O 0.163 -1.398 2.465  0.06
O 2.278 -1.597 1.184  0.14
C 2.415 -3.136 -2.008  0.02
C 4.586 0.769 -0.812  0.00
C -6.025 0.309 -0.729  0.00
C 2.914 -4.236 -1.064  0.00
C 3.464 3.378 2.576  0.00
C -4.026 3.108 3.215  0.00
C 1.803 -0.170 -3.138  0.21
C -6.504 -0.983 1.370  0.00
C 2.972 3.856 1.367  0.00
C 3.074 -0.134 -3.974  0.04
C -6.031 -2.203 -0.776  0.00
C -5.690 -0.965 0.063  0.01
C -1.806 2.240 1.700  0.01
C 4.379 -0.732 -1.043  0.05
C -4.250 -0.967 0.393  0.05
C -3.807 3.615 1.937  0.00
C 5.101 -1.550 0.032  0.00
C -2.045 1.750 2.991  0.01
C 1.170 2.206 1.406  0.02
C 1.188 1.208 -2.889  0.01
C -2.709 3.184 1.193  0.00
C 1.694 1.732 2.621  0.00
C 1.065 -3.546 -2.621  0.00
C 2.823 2.308 3.198  0.00
C 1.846 3.267 0.791  0.01
C -3.074 -0.950 0.717  0.05
C -3.135 2.179 3.744  0.00
H 5.657 1.011 -0.791  0.00
H 0.713 -2.840 -3.374  0.00
H -6.229 -0.129 1.996  0.00
H 0.303 -3.625 -1.847  0.00
H 0.303 1.151 -2.256  0.00
H -7.580 -0.935 1.153  0.00
H 4.119 1.383 -1.597  0.00
H 1.471 3.655 -0.156  0.00
H 3.148 -2.980 -2.800  0.01
H -4.888 3.432 3.793  0.00
H 3.507 -1.133 -4.123  0.00
H 4.338 3.834 3.029  0.00
H -5.481 -2.184 -1.720  0.00
H -7.106 0.383 -0.902  0.00
H -5.750 -3.113 -0.240  0.00
H -7.106 -2.239 -0.992  0.00
H -6.298 -1.897 1.934  0.00
H 1.226 0.881 3.109  0.00
H -3.301 1.777 4.739  0.00
H 3.467 4.686 0.871  0.00
H -1.369 1.008 3.419  0.00
H 4.158 1.074 0.143  0.00
H 5.091 -2.619 -0.183  0.00
H 3.207 1.920 4.137  0.00
H 1.163 -4.526 -3.103  0.00
H 3.977 -4.143 -0.849  0.00
H -4.498 4.344 1.520  0.00
H 2.754 -5.213 -1.538  0.00
H 4.732 -1.011 -2.043  0.01
H -2.549 3.587 0.193  0.00
H 4.639 -1.408 1.011  0.00
H -0.485 2.379 -0.573  0.01
H 0.898 1.675 -3.841  0.00
H 1.061 -0.828 -3.591  0.00
H 1.901 1.881 -2.395  0.00
H 2.844 0.278 -4.964  0.01
H 2.388 -4.256 -0.119  0.00
H -5.511 0.302 -1.696  0.00
H 3.843 0.505 -3.519  0.00
H -5.693 1.193 -0.177  0.00
H 6.148 -1.227 0.092  0.00

total charge = -1
LUMO (spin up / spin down) = 2.6 / 0.9 eV
2S+1 = 5
highest occupied orbital energy (spin up / spin down) = -4.167 / -5.124 eV
M = 670.47 g mol⁻¹

***

ii) is favored, and the nearest alternative lies 0.0117 hartree above it.

***

i) This record from the OMol25 dataset describes a 2-piece molecular cluster, C2H2O2S overall. The level of theory is wB97M-V/def2-TZVPD.

Each line ends with the Mulliken charge.
Atoms and positions in Å:
S -1.617 -0.741 -0.007  -0.23
O 0.210 2.116 -2.588  -0.44
O 1.030 1.687 -0.420  -0.23
C 0.775 0.342 -0.844  -0.37
C 0.549 1.545 -1.618  0.79
H 1.587 -0.293 -0.685  0.34
H -1.800 0.478 -0.615  0.14

total charge = 0
LUMO (spin up / spin down) = -2.3 / -2.3 eV
highest occupied orbital energy (spin up / spin down) = -9.620 / -9.620 eV
M = 90.10 g mol⁻¹

***

ii) This record from the OMol25 dataset describes a 2-piece molecular cluster, C2H2O2S overall. The level of theory is wB97M-V/def2-TZVPD.

Each line ends with the Mulliken charge.
Atoms and positions in Å:
S 1.013 -1.911 0.255  -0.07
O -0.887 2.485 0.247  -0.33
O -0.381 1.267 -1.588  -0.32
C -0.159 -0.951 0.751  -0.21
C -0.672 1.835 -0.657  0.66
H -0.941 -1.803 0.553  0.12
H 2.027 -0.921 0.440  0.15

total charge = 0
LUMO = -0.2 eV
highest occupied orbital energy = -9.562 eV
M = 90.10 g mol⁻¹

***

ii) is favored, and the nearest alternative lies 0.0796 hartree above it.